Molecular formula: C64H137N9O8
Method: DFT, wB97M-V/def2-TZVPD

Results
Total charge = 0
Spin multiplicity = 1
Gap between HOMO and LUMO = 8.40 eV
Energy = -3615.13712 Eh
ΔE to the lowest compared entry with this formula, charge and spin = 0.0 kcal/mol
Structure (SMILES) = CC1(C)CCCC(C)(C)N1O.CC1(C)CCCC(C)(C)N1O.CC1(C)CCCC(C)(C)N1O.CC1(C)CCCC(C)(C)N1O.CC1(C)CCCC(C)(C)N1O.CC1(C)CCCC(C)(C)N1O.CC1(C)CCCC(C)(C)N1O.NC(N)=O

Last column: Mulliken charge in e.
Geometry (Å):
1 C -2.895 -6.236 -1.738  -1.6237
2 C -2.945 -4.809 -1.187  1.5480
3 C -3.179 -3.915 -2.405  -1.9666
4 C -3.990 -4.655 -0.139  -0.8008
5 C -3.602 -5.267 1.165  -0.8580
6 C -2.205 -4.835 1.650  -0.9684
7 C -1.116 -4.924 0.577  2.6664
8 C 0.140 -4.183 0.999  -1.9555
9 C -0.723 -6.388 0.385  -2.1561
10 N -1.658 -4.246 -0.642  1.1233
11 O -0.675 -4.239 -1.664  -0.2100
12 H -1.871 -6.478 -2.052  0.1269
13 H -3.268 -7.016 -1.033  0.3241
14 H -3.603 -6.322 -2.591  0.5350
15 H -2.397 -3.855 -3.189  0.2717
16 H -4.195 -4.065 -2.839  0.5377
17 H -3.252 -2.947 -1.985  0.3418
18 H -4.119 -3.594 -0.085  -0.1028
19 H -4.927 -5.107 -0.467  0.3071
20 H -4.394 -5.058 1.884  0.5156
21 H -3.446 -6.329 1.141  0.3520
22 H -2.020 -5.380 2.612  0.3770
23 H -2.220 -3.810 2.049  -0.0044
24 H 0.361 -4.549 2.014  0.8521
25 H -0.131 -3.133 1.137  -0.8049
26 H 0.983 -4.351 0.352  0.2611
27 H -0.042 -6.666 -0.406  0.2563
28 H -1.515 -7.100 0.309  0.4116
29 H -0.251 -6.749 1.230  0.6259
30 H -0.334 -3.323 -1.561  -0.0094
31 C -2.689 0.785 -5.517  -1.9758
32 C -1.209 1.189 -5.387  2.5472
33 C -1.093 2.637 -5.063  -1.0517
34 C -0.589 0.409 -4.233  -0.8754
35 C 0.905 0.318 -4.177  1.2844
36 C 1.322 -0.234 -5.551  -2.0147
37 C 0.975 0.680 -6.690  1.9259
38 C 1.812 1.987 -6.676  -1.5887
39 C 1.328 -0.082 -8.023  -1.9342
40 N -0.507 0.772 -6.641  0.0838
41 O -0.951 1.656 -7.720  -0.5402
42 H -3.092 0.600 -4.498  0.1311
43 H -3.252 1.463 -6.049  0.5038
44 H -2.781 -0.209 -5.925  0.5138
45 H -1.455 3.244 -5.920  0.4451
46 H -1.641 2.914 -4.145  -0.0696
47 H -0.059 2.840 -4.803  0.2156
48 H -1.017 0.916 -3.339  -0.4912
49 H -0.994 -0.626 -4.173  0.0113
50 H 1.267 1.378 -4.120  -0.2406
51 H 1.234 -0.348 -3.372  -0.7254
52 H 0.840 -1.201 -5.682  0.5367
53 H 2.365 -0.451 -5.581  0.4800
54 H 1.416 2.725 -5.937  0.2148
55 H 1.809 2.431 -7.657  0.4547
56 H 2.860 1.780 -6.431  0.2238
57 H 2.421 -0.157 -8.089  0.3919
58 H 0.937 0.478 -8.859  0.5981
59 H 0.895 -1.100 -8.007  0.3603
60 H -0.885 1.019 -8.416  0.4179
61 C 4.098 2.707 -2.824  -1.7697
62 C 5.033 1.567 -2.412  1.9537
63 C 4.792 0.507 -3.458  -0.8396
64 C 6.508 2.020 -2.359  -1.5154
65 C 6.900 2.868 -1.167  -0.6400
66 C 6.457 2.199 0.114  -1.1947
67 C 5.009 1.794 0.124  1.7941
68 C 4.818 0.873 1.337  -2.3015
69 C 4.093 3.014 0.402  -1.7757
70 N 4.742 0.944 -1.064  -0.1079
71 O 3.331 0.636 -0.979  1.7512
72 H 3.197 2.639 -2.239  0.0665
73 H 4.528 3.660 -2.701  0.4874
74 H 3.872 2.652 -3.898  0.4375
75 H 5.122 0.869 -4.437  0.5960
76 H 5.386 -0.377 -3.192  0.2479
77 H 3.758 0.212 -3.392  -0.8519
78 H 7.138 1.075 -2.377  0.3756
79 H 6.818 2.471 -3.268  0.3883
80 H 7.997 2.998 -1.301  0.4602
81 H 6.481 3.900 -1.302  0.3254
82 H 6.670 2.858 0.974  0.4049
83 H 7.085 1.319 0.216  0.3986
84 H 3.767 0.605 1.449  -0.1899
85 H 5.158 1.368 2.205  0.8488
86 H 5.421 -0.016 1.189  0.3366
87 H 4.281 3.284 1.458  0.5315
88 H 3.044 2.760 0.266  0.0307
89 H 4.287 3.883 -0.123  0.4581
90 H 3.173 -0.262 -1.230  -0.5836
91 C 2.579 1.484 3.969  -1.4298
92 C 1.436 0.464 3.835  2.8266
93 C 0.547 0.785 2.612  -0.1050
94 C 2.082 -0.910 3.710  -1.2682
95 C 1.066 -2.023 3.815  0.8402
96 C 0.495 -1.872 5.239  -2.0830
97 C -0.192 -0.576 5.588  2.1761
98 C -1.635 -0.491 4.971  -1.0173
99 C -0.427 -0.485 7.094  -1.9634
100 N 0.756 0.492 5.163  -0.4739
101 O 0.002 1.723 5.235  -0.8387
102 H 3.277 1.090 4.710  0.6623
103 H 3.036 1.532 3.018  -0.2589
104 H 2.201 2.454 4.308  0.1077
105 H -0.247 0.110 2.294  -0.2153
106 H 0.074 1.829 2.653  -0.2296
107 H 1.223 0.843 1.765  -0.1636
108 H 2.683 -0.968 2.786  -0.4523
109 H 2.911 -0.911 4.419  0.7795
110 H 0.261 -1.919 3.018  -0.8136
111 H 1.465 -2.994 3.580  0.6950
112 H 1.346 -2.096 5.849  0.4206
113 H -0.182 -2.708 5.468  0.4314
114 H -1.628 -0.361 3.860  -0.3158
115 H -2.052 0.415 5.418  0.1839
116 H -2.245 -1.307 5.302  0.5993
117 H -1.265 -1.088 7.440  0.3781
118 H -0.712 0.517 7.310  0.3659
119 H 0.414 -0.820 7.723  0.3794
120 H 0.509 2.323 5.760  0.2825
121 C -1.950 5.854 3.375  -1.9189
122 C -1.341 5.237 4.622  2.1334
123 C 0.144 4.887 4.484  -2.1883
124 C -1.448 6.182 5.914  -1.3592
125 C -2.871 6.479 6.270  -0.7609
126 C -3.597 5.187 6.556  -1.5989
127 C -3.489 4.090 5.504  2.1067
128 C -3.906 2.702 6.065  -2.0431
129 C -4.503 4.418 4.366  -1.8415
130 N -2.019 4.013 5.042  -0.2806
131 O -1.938 3.098 3.942  1.6769
132 H -2.014 5.195 2.609  0.2538
133 H -2.947 6.159 3.528  0.4322
134 H -1.351 6.699 2.862  0.3097
135 H 0.320 4.338 3.628  0.4382
136 H 0.709 5.863 4.483  0.5000
137 H 0.578 4.445 5.392  0.2397
138 H -1.053 5.576 6.675  0.4629
139 H -0.961 7.158 5.811  0.3740
140 H -2.964 7.128 7.104  0.5562
141 H -3.325 7.129 5.529  0.3310
142 H -4.626 5.301 6.907  0.3589
143 H -3.025 4.808 7.346  0.5128
144 H -4.033 1.991 5.284  0.2452
145 H -4.825 2.787 6.663  0.5355
146 H -3.189 2.379 6.814  0.3396
147 H -4.100 4.088 3.410  0.1474
148 H -4.917 5.459 4.283  0.2204
149 H -5.290 3.730 4.532  0.7482
150 H -1.211 2.548 4.319  -0.3698
151 C 4.204 -3.561 0.271  -2.1634
152 C 4.561 -3.845 -1.165  1.8688
153 C 5.722 -2.931 -1.485  -1.6358
154 C 4.870 -5.297 -1.414  -1.0394
155 C 4.922 -5.604 -2.894  -1.0544
156 C 3.561 -5.313 -3.601  -0.9257
157 C 3.199 -3.829 -3.323  1.4916
158 C 4.129 -2.903 -4.144  -1.9196
159 C 1.718 -3.639 -3.724  -1.1919
160 N 3.343 -3.556 -1.883  0.0410
161 O 3.016 -2.208 -1.737  2.5217
162 H 4.108 -2.498 0.499  0.0699
163 H 3.246 -4.015 0.456  0.4358
164 H 4.956 -3.888 1.003  0.4623
165 H 6.241 -3.031 -2.397  0.3305
166 H 5.487 -1.874 -1.459  0.0122
167 H 6.512 -3.001 -0.701  0.4792
168 H 5.754 -5.710 -0.933  0.4357
169 H 4.166 -6.025 -0.914  0.2782
170 H 5.686 -4.949 -3.304  0.2887
171 H 5.284 -6.564 -3.058  0.6351
172 H 2.752 -5.950 -3.247  0.2886
173 H 3.597 -5.358 -4.716  0.4513
174 H 5.172 -3.298 -4.167  0.2894
175 H 4.139 -1.922 -3.771  -0.0451
176 H 3.690 -2.978 -5.105  0.8040
177 H 1.555 -3.992 -4.794  0.4759
178 H 1.256 -2.674 -3.481  -0.5996
179 H 1.100 -4.258 -3.087  0.1635
180 H 2.095 -2.081 -1.344  -0.6094
181 C -5.177 1.502 2.062  -2.1430
182 C -5.031 0.650 0.795  2.5346
183 C -4.600 -0.798 1.108  -2.6216
184 C -6.398 0.493 0.150  -1.4127
185 C -6.845 1.707 -0.606  -0.6687
186 C -5.747 2.107 -1.644  -1.2193
187 C -4.387 2.377 -0.988  1.4211
188 C -3.176 2.578 -1.979  -1.3796
189 C -4.553 3.636 -0.162  -1.6307
190 N -4.048 1.259 -0.143  0.3049
191 O -2.794 1.503 0.575  0.5074
192 H -4.260 1.839 2.587  0.2501
193 H -5.699 2.392 1.882  0.4005
194 H -5.652 0.851 2.814  0.4927
195 H -4.468 -1.329 0.124  0.4289
196 H -3.714 -0.960 1.736  -0.1335
197 H -5.363 -1.353 1.634  0.6835
198 H -6.366 -0.405 -0.474  0.4513
199 H -7.152 0.270 0.918  0.4454
200 H -7.850 1.509 -1.051  0.3973
201 H -6.906 2.575 0.061  0.2961
202 H -6.022 3.021 -2.171  0.4673
203 H -5.712 1.320 -2.349  0.5136
204 H -3.381 1.953 -2.886  0.0980
205 H -2.371 2.120 -1.461  0.2635
206 H -3.048 3.587 -2.412  0.3512
207 H -3.528 3.770 0.394  0.0646
208 H -5.343 3.706 0.596  0.3024
209 H -4.578 4.514 -0.755  0.6246
210 H -3.092 1.875 1.477  -0.2507
211 N -1.482 -1.221 -0.180  1.8634
212 C -0.374 -0.871 -0.772  0.6298
213 N 0.024 0.436 -0.669  0.5875
214 O 0.364 -1.698 -1.335  -0.6990
215 H -1.712 -2.198 -0.110  -0.9576
216 H -2.137 -0.473 0.059  -1.0512
217 H 0.905 0.695 -1.108  -0.2760
218 H -0.649 1.038 -0.178  -0.5662